No. 1
Here is a cluster of 2 separate species, C4H11N2O in total at a distorted geometry from the Open Molecules 2025 dataset. Energies are from wB97M-V/def2-TZVPD.

Summary:
gap between HOMO and LUMO = 10.4 eV
HOMO energy = -14.23 eV
M = 103.14 g mol⁻¹
strongest force on any atom = 4.29 eV/A
DFT total energy = -343.3936 Eh

ORCA input file:
```
! wB97M-V def2-TZVPD RIJCOSX def2/J DEFGRID3
* xyz 1 1
O -0.917 -0.078 1.991
N 0.255 -1.988 -1.034
N 0.618 0.795 -0.190
C -0.593 -1.620 0.095
C -0.120 -0.670 1.200
C 1.148 2.066 0.124
C -0.217 1.945 -0.568
H 0.892 0.218 -0.980
H 2.022 2.259 -0.565
H 0.820 -0.984 1.471
H 1.439 2.149 1.131
H -1.769 -0.026 1.519
H 0.513 -2.953 -0.976
H -0.969 -2.606 0.440
H -1.462 -1.285 -0.363
H -0.241 -1.824 -1.900
H -1.011 2.247 0.157
H -0.407 2.356 -1.552
*
```

---

No. 2
Here is a cluster of 2 separate species, C4H11N2O in total at a distorted geometry from the Open Molecules 2025 dataset. Energies are from wB97M-V/def2-TZVPD.

Summary:
gap between HOMO and LUMO = 8.9 eV
HOMO energy = -13.20 eV
M = 103.14 g mol⁻¹
strongest force on any atom = 3.97 eV/A
DFT total energy = -343.3986 Eh

ORCA input file:
```
! wB97M-V def2-TZVPD RIJCOSX def2/J DEFGRID3
* xyz 1 1
O 1.222 0.682 0.136
N 1.939 -0.233 -0.217
N -1.051 -1.381 0.323
C 3.335 -0.133 0.177
C -1.905 0.165 -1.398
C -1.255 0.886 0.987
C -1.320 -0.179 -0.097
H -1.015 -2.187 -0.334
H -1.224 0.351 -2.273
H 3.752 0.963 0.217
H -2.206 0.986 1.553
H -2.661 1.018 -1.442
H -0.324 0.693 1.583
H 4.019 -0.872 -0.439
H 3.273 -0.452 1.235
H -1.202 1.925 0.573
H -0.815 -1.544 1.256
H -2.562 -0.687 -1.839
*
```

---

No. 3
Here is the ion C4H11N2O with charge +1 at a distorted geometry from the Open Molecules 2025 dataset. Energies are from wB97M-V/def2-TZVPD.

Summary:
gap between HOMO and LUMO = 11.4 eV
HOMO energy = -14.72 eV
M = 103.14 g mol⁻¹
SMILES string = CC[C@H]([NH3+])C(N)=O
strongest force on any atom = 1.87 eV/A
DFT total energy = -343.5207 Eh

ORCA input file:
```
! wB97M-V def2-TZVPD RIJCOSX def2/J DEFGRID3
* xyz 1 1
O 0.354 2.033 0.411
N -1.092 0.246 1.298
N 1.868 0.929 -0.874
C 0.791 1.003 -0.067
C -0.999 -2.478 -0.443
C -0.641 -0.996 -0.779
C 0.047 -0.262 0.414
H -1.632 0.904 0.764
H 2.189 1.849 -1.129
H -0.588 -3.185 -1.165
H -0.017 -1.036 -1.667
H -1.599 -0.620 1.529
H 0.447 -1.069 1.022
H -0.477 -2.751 0.477
H -1.589 -0.486 -0.957
H 1.847 0.218 -1.591
H -0.786 0.663 2.169
H -2.068 -2.666 -0.433
*
```

---

No. 4
Here is the ion C4H11N2O with charge +1 at a distorted geometry from the Open Molecules 2025 dataset. Energies are from wB97M-V/def2-TZVPD.

Summary:
gap between HOMO and LUMO = 8.9 eV
HOMO energy = -13.61 eV
M = 103.14 g mol⁻¹
SMILES string = C=[NH+][C@@](C)(O)NC
strongest force on any atom = 4.25 eV/A
DFT total energy = -343.4422 Eh

ORCA input file:
```
! wB97M-V def2-TZVPD RIJCOSX def2/J DEFGRID3
* xyz 1 1
O -0.823 -1.596 0.000
N 0.679 -0.210 -1.078
N 0.275 0.319 1.096
C -1.701 0.594 -0.493
C 1.113 -0.529 1.883
C 0.920 0.772 -1.834
C -0.548 -0.252 -0.006
H 1.356 -0.889 -0.748
H 0.049 1.348 -2.152
H 2.163 -0.634 1.451
H 1.063 -0.388 2.950
H -1.416 1.582 -0.328
H -2.634 0.474 0.041
H 0.666 -1.599 1.679
H -1.847 0.344 -1.549
H 1.912 1.089 -2.021
H 0.514 1.285 1.088
H -1.739 -1.708 0.022
*
```

---

No. 5
Here is a structure of composition C4H11N2O2 at a distorted geometry from the Open Molecules 2025 dataset. Energies are from wB97M-V/def2-TZVPD.

Summary:
gap between HOMO and LUMO = 7.1 eV
HOMO energy = -3.15 eV
M = 119.14 g mol⁻¹
strongest force on any atom = 4.64 eV/A
DFT total energy = -418.9034 Eh

ORCA input file:
```
! wB97M-V def2-TZVPD RIJCOSX def2/J DEFGRID3
* xyz -1 1
O 1.187 -1.593 0.312
O -1.222 1.109 -0.183
N 1.185 1.993 0.858
N -1.481 -1.202 -0.521
C -1.418 -0.065 0.239
C 1.504 0.612 1.243
C -1.564 -0.780 -1.923
C 1.492 -0.309 0.015
H 0.809 0.167 1.977
H -0.399 -0.911 0.044
H -2.356 -0.042 -2.078
H -1.839 -0.184 1.244
H 2.507 0.589 1.679
H 0.241 1.929 0.466
H 2.494 -0.216 -0.480
H -1.752 -1.673 -2.520
H -0.632 -0.307 -2.266
H 1.227 2.601 1.669
H 0.793 0.132 -0.742
*
```

---

No. 6
Here is a cluster of 2 separate species, C4H11N2O2 in total from the Open Molecules 2025 dataset. Energies are from wB97M-V/def2-TZVPD.

Summary:
gap between HOMO and LUMO = 8.0 eV
HOMO energy = -3.78 eV
M = 119.14 g mol⁻¹
strongest force on any atom = 0.91 eV/A
DFT total energy = -418.9934 Eh

ORCA input file:
```
! wB97M-V def2-TZVPD RIJCOSX def2/J DEFGRID3
* xyz -1 1
O -1.315 -1.472 -0.700
O 0.185 0.150 0.722
N -2.003 0.506 2.228
N 2.770 0.120 -1.910
C 1.603 0.617 -1.161
C -1.315 -1.030 0.448
C 1.225 -0.326 -0.017
C -2.297 0.043 0.875
H 3.021 0.756 -2.654
H -2.251 0.820 0.111
H -3.305 -0.411 0.869
H 0.720 0.750 -1.798
H 0.974 -1.307 -0.481
H 1.856 1.596 -0.737
H -1.027 0.771 2.218
H 2.537 -0.768 -2.341
H 2.135 -0.488 0.575
H -2.567 1.312 2.457
H -0.946 -1.640 1.297
*
```

---

No. 7
Here is an isolated molecule of C4H11N2O2 at a distorted geometry from the Open Molecules 2025 dataset. Energies are from wB97M-V/def2-TZVPD.

Summary:
<S²> = 0.75
gap between HOMO and LUMO (alpha / beta) = 4.0 / 10.7 eV
HOMO energy (alpha / beta) = -3.31 / -10.39 eV
M = 119.14 g mol⁻¹
strongest force on any atom = 1.19 eV/A
DFT total energy = -418.9018 Eh

ORCA input file:
```
! wB97M-V def2-TZVPD RIJCOSX def2/J DEFGRID3
* xyz 0 2
O -2.242 0.622 0.417
O 0.703 -1.811 0.361
N -0.834 -0.592 -1.373
N -0.527 1.747 1.397
C -1.043 0.853 0.509
C 2.389 -0.423 -0.698
C 1.146 -0.467 0.166
C -0.042 0.277 -0.451
H 3.109 -1.117 -0.243
H 0.361 2.206 1.290
H -1.597 -1.020 -0.829
H 2.205 -0.817 -1.703
H -1.277 0.033 -2.108
H -1.176 2.167 2.040
H 1.234 -2.240 1.042
H -0.291 -1.319 -1.843
H 2.884 0.536 -0.851
H 0.342 1.081 -1.124
H 1.363 -0.026 1.135
*
```

---

No. 8
Here is a structure of composition C4H11N2O2 at a distorted geometry from the Open Molecules 2025 dataset. Energies are from wB97M-V/def2-TZVPD.

Summary:
gap between HOMO and LUMO = 4.0 eV
HOMO energy = -13.14 eV
M = 119.14 g mol⁻¹
strongest force on any atom = 5.29 eV/A
DFT total energy = -418.3622 Eh

ORCA input file:
```
! wB97M-V def2-TZVPD RIJCOSX def2/J DEFGRID3
* xyz 1 1
O -2.465 -1.214 -0.195
O 0.679 1.025 -1.772
N -1.513 0.397 1.289
N 2.377 0.445 0.245
C -0.245 0.295 -0.982
C 1.811 -0.877 0.103
C 0.331 -0.708 -0.098
C -0.590 1.019 0.312
H 0.315 1.342 0.889
H -0.272 -1.591 0.126
H 1.453 1.190 -1.143
H -0.981 2.030 0.107
H 2.231 -1.298 -0.838
H -1.025 -0.056 -1.650
H -3.288 -1.724 -0.198
H 3.349 0.418 0.547
H 2.056 -1.521 0.945
H -2.165 -0.343 0.633
H -2.057 1.173 1.679
*
```